Computed, not measured: an isolated molecule of C6H6O2S in a non-equilibrium geometry, with wB97M-V/def2-TZVPD.

Values from the calculation:
HOMO-LUMO gap   7.32 eV
Relative energy (zero: lowest compared OMol25 entry of this formula, charge and spin)   59.8 kcal per mole
Energy   -780.7822 Eh
HOMO   -7.737 eV

Structure (XYZ):
```
15
C6H6O2S | OMol25 | wB97M-V/def2-TZVPD
C -0.282 -0.127 1.460
C -0.169 -1.378 0.833
C -0.208 1.113 0.808
C 0.181 -1.302 -0.473
C -0.033 1.169 -0.598
C 0.178 -0.146 -1.312
O -1.759 1.114 -2.884
O 0.792 -0.081 -2.503
S -1.728 0.592 -1.476
H -0.665 -0.176 2.460
H -0.434 -2.271 1.333
H 0.100 1.980 1.388
H 0.702 -2.204 -0.879
H 0.322 1.984 -1.246
H 0.464 0.694 -2.953
```